{
  "formula": "C26H80IN16O12",
  "method": "the ωB97M-V functional and the def2-TZVPD basis",
  "symbols": ["I", "O", "O", "O", "O", "O", "O", "O", "O", "O", "O", "O", "O", "N", "N", "N", "N", "N", "N", "N", "N", "N", "N", "N", "N", "N", "N", "N", "N", "C", "C", "C", "C", "C", "C", "C", "C", "C", "C", "C", "C", "C", "C", "C", "C", "C", "C", "C", "C", "C", "C", "C", "C", "C", "C", "H", "H", "H", "H", "H", "H", "H", "H", "H", "H", "H", "H", "H", "H", "H", "H", "H", "H", "H", "H", "H", "H", "H", "H", "H", "H", "H", "H", "H", "H", "H", "H", "H", "H", "H", "H", "H", "H", "H", "H", "H", "H", "H", "H", "H", "H", "H", "H", "H", "H", "H", "H", "H", "H", "H", "H", "H", "H", "H", "H", "H", "H", "H", "H", "H", "H", "H", "H", "H", "H", "H", "H", "H", "H", "H", "H", "H", "H", "H", "H"],
  "xyz": [[0.6287, 0.2298, 0.3089], [-0.2974, -2.1793, 5.9051], [-0.0427, -0.4345, -5.6526], [3.1583, -4.8679, 2.3104], [4.8982, 3.8807, 0.6534], [4.5565, -1.8367, 3.6448], [-1.6383, 2.8999, -3.6232], [-4.7607, -0.3382, -1.3265], [1.9869, 3.9984, -4.0048], [-3.4279, 2.0746, 2.3019], [2.2252, 4.0206, 4.2415], [5.1989, -0.9601, -1.0504], [-2.0127, -5.5157, 0.5124], [-1.9289, 3.0062, 0.9692], [3.0784, -1.9378, 2.0266], [-6.6910, 1.7095, -1.7191], [0.8289, -1.0899, -3.6779], [5.5250, 1.9714, -0.2679], [-0.0901, -6.5155, 2.9394], [1.4648, 3.2038, 2.3246], [1.7625, 3.2877, -1.8607], [-0.6631, 0.4057, -3.7504], [-3.2797, 4.3522, 1.8570], [2.6238, 5.2529, -2.3051], [3.1572, -0.2268, 3.2877], [-2.5306, -0.8262, 3.2021], [3.7591, 2.0985, 1.0144], [0.0661, 3.0398, -6.0241], [1.0305, 2.0572, 4.0387], [-3.7328, -0.5635, -0.3184], [-1.0657, -3.8575, -0.9319], [3.9343, 0.0171, -2.7555], [-1.3482, -0.8239, 4.0977], [-1.1244, -2.2108, 4.6889], [-5.8170, 1.2226, -2.7984], [-2.3373, 2.9851, -6.4995], [3.8899, -1.1099, -1.6814], [4.7419, 2.7184, 0.4725], [4.1219, -5.2640, 3.2629], [3.6706, -1.3832, 2.9837], [1.8121, -4.9870, 2.7883], [2.1040, 4.1522, -2.7797], [1.2104, -6.8416, 1.0201], [-4.4614, 0.7969, -2.1535], [1.1041, -1.9144, 5.5698], [1.2819, -6.4465, 2.4910], [-2.9607, 3.0360, 1.7064], [-2.0122, -4.1437, 0.1748], [-1.5624, 0.2698, 5.2487], [-0.0025, -0.4678, -4.4437], [-1.2361, 3.7613, -5.8594], [1.6645, 3.1299, 3.6282], [-5.5576, 2.4085, -3.8441], [-1.8298, 3.1610, -2.2413], [-1.5690, 4.1126, -4.3751], [1.1095, -7.9211, 0.9078], [0.6968, 3.5348, -5.4098], [-1.5739, 3.9136, 0.7036], [-0.7061, 0.3035, 5.9223], [0.7519, -1.1200, -2.6713], [1.6217, -4.7511, 3.8353], [1.0145, 2.4555, 1.8172], [-3.6306, 0.1422, 0.5061], [3.1374, -0.1549, -3.4791], [1.5364, -2.5391, 4.7881], [-4.0845, -1.4601, 0.1919], [-6.9723, 0.9312, -1.1402], [-2.0250, 2.2238, -1.7202], [-0.0649, -4.1960, -0.6638], [2.1439, -6.6494, 0.4914], [-6.4796, 2.7671, -4.3018], [1.7569, -2.0135, 6.4371], [1.5477, -1.5894, -4.1817], [5.3878, -1.6092, -0.3688], [-1.3580, 0.9547, -4.2360], [4.2548, -6.3283, 3.4569], [-1.5031, 2.1881, 0.5574], [-4.1853, 4.5480, 2.2589], [2.2741, 0.0022, 2.8544], [3.1575, 2.7684, 1.4718], [-2.3510, -1.4544, 2.4319], [-0.6221, -5.9966, 2.2554], [-2.3547, 0.0127, 5.9518], [-4.0923, 1.5624, -1.4709], [-2.6839, 3.7793, -1.9648], [1.1695, -4.3347, 2.1970], [-6.3438, 0.3800, -3.2465], [4.7603, -0.1093, -3.4553], [3.5987, 0.2243, 4.0762], [0.6312, 1.5560, 3.2580], [2.9612, 5.3770, -1.3613], [-2.6218, -5.9819, -0.0648], [-0.7162, -2.9423, 3.9914], [-1.3037, -4.6559, -1.6347], [-3.2948, 3.4930, -6.6148], [-0.7772, 0.3287, -2.7498], [1.2742, -0.9243, 5.1470], [1.8324, -7.1788, 3.0816], [-3.0402, -3.8703, -0.0631], [3.9517, -4.7195, 4.1917], [-2.0025, 2.5128, -7.4231], [-4.9892, 2.1738, -4.7441], [-2.5553, 4.5759, -4.3523], [-0.9875, -2.8333, -1.2966], [4.0077, 1.0373, -2.3790], [3.7464, -2.1225, -2.0583], [3.0439, -2.9280, 1.8311], [-0.9791, 3.7189, -1.8500], [-1.7759, -3.5891, 1.0829], [-0.8565, 4.8375, -3.9815], [-0.0059, 2.2320, -5.4222], [-0.2883, -7.4771, 2.7022], [3.5413, 1.1144, 0.9485], [-3.6828, 0.6629, -2.9045], [-2.4346, 2.1821, -5.7688], [2.0342, 3.5183, -0.9157], [1.4277, 2.3713, -2.1220], [-6.1011, 2.2036, -1.0650], [-1.1961, 4.6811, -6.4429], [2.8438, 5.9910, -2.9585], [2.4841, -1.2761, 1.5480], [-2.8556, 4.9250, 1.1413], [-2.6442, 0.1011, 2.8183], [5.3004, 1.0002, -0.4304], [1.8695, 4.0638, 1.9829], [-0.4032, -0.6780, 3.5743], [0.4229, -6.3079, 0.4880], [-1.6860, 1.3034, 4.9255], [-2.7229, -0.7475, -0.6849], [3.1772, -0.8555, -0.8969], [6.4056, 2.4118, -0.4930], [0.7729, 1.9587, 5.0103], [-2.1213, -2.5940, 4.9066], [5.0908, -4.9393, 2.8835], [-5.1701, 3.3069, -3.3638]],
  "mulliken_charge": [-0.654, -0.448, -0.748, -0.401, -0.755, -0.768, 0.643, -0.512, -0.832, -0.702, -0.767, -0.612, -0.566, 0.396, 0.207, -0.807, -0.186, -0.270, -0.741, -0.213, 0.472, 0.280, -0.495, -0.371, 0.145, -0.638, 0.303, -0.773, 0.190, -0.479, -0.771, -0.789, 1.660, -0.675, 0.207, -1.211, 0.359, 0.680, -0.833, 0.638, -0.344, 0.659, -1.201, 0.194, -0.194, 0.199, 0.557, 0.287, -1.564, 0.643, 0.311, 0.587, -1.389, -0.915, -0.883, 0.447, 0.458, 0.094, 0.324, -0.023, 0.352, -0.262, 0.270, 0.169, -0.124, 0.351, 0.357, -0.297, 0.171, 0.314, 0.437, 0.444, 0.229, 0.256, -0.267, 0.290, -0.530, 0.256, -0.218, -0.017, 0.234, 0.199, 0.407, -0.098, 0.486, 0.089, 0.418, 0.378, 0.186, -0.362, 0.146, 0.319, 0.097, 0.370, 0.383, -0.099, 0.083, 0.376, 0.370, 0.335, 0.383, 0.349, 0.408, 0.119, 0.029, 0.450, 0.110, 0.406, -0.209, 0.248, 0.060, 0.306, -0.035, 0.161, 0.049, -0.175, -0.203, 0.251, 0.480, 0.246, -0.330, 0.153, 0.202, 0.128, 0.204, -0.499, 0.158, 0.357, 0.143, -0.218, 0.210, 0.178, 0.508, 0.283, 0.186],
  "orbital_gap_ev": 8.73,
  "total_charge": -1,
  "e_lumo_ev": 1.84
}

***

{
  "formula": "C26H88AgBN24O14",
  "method": "the ωB97M-V functional and the def2-TZVPD basis",
  "symbols": ["Ag", "O", "O", "O", "O", "O", "O", "O", "O", "O", "O", "O", "O", "O", "O", "N", "N", "N", "N", "N", "N", "N", "N", "N", "N", "N", "N", "N", "N", "N", "N", "N", "N", "N", "N", "N", "N", "N", "N", "C", "C", "C", "C", "C", "C", "C", "C", "C", "C", "C", "C", "C", "C", "C", "C", "C", "C", "C", "C", "C", "C", "C", "C", "C", "C", "B", "H", "H", "H", "H", "H", "H", "H", "H", "H", "H", "H", "H", "H", "H", "H", "H", "H", "H", "H", "H", "H", "H", "H", "H", "H", "H", "H", "H", "H", "H", "H", "H", "H", "H", "H", "H", "H", "H", "H", "H", "H", "H", "H", "H", "H", "H", "H", "H", "H", "H", "H", "H", "H", "H", "H", "H", "H", "H", "H", "H", "H", "H", "H", "H", "H", "H", "H", "H", "H", "H", "H", "H", "H", "H", "H", "H", "H", "H", "H", "H", "H", "H", "H", "H", "H", "H", "H", "H"],
  "xyz": [[12.1355, 17.1557, 10.7305], [10.9103, 12.6587, 10.6018], [9.0139, 17.1388, 14.7771], [9.6192, 14.6612, 18.4690], [9.4551, 20.2067, 13.4779], [15.4160, 14.0741, 11.1913], [12.2733, 8.7555, 15.9888], [17.8892, 22.9211, 6.7970], [8.0193, 22.0556, 17.3183], [14.7440, 12.4998, 15.4214], [16.3909, 18.1884, 13.4402], [11.3463, 13.9767, 15.2738], [16.8146, 17.8137, 17.0817], [14.4359, 20.3610, 11.1780], [12.5796, 18.8081, 19.0949], [16.6658, 12.6067, 16.5741], [9.9710, 23.1451, 17.8473], [8.9388, 11.8935, 11.5315], [8.8176, 17.4103, 12.6373], [8.9435, 13.6619, 10.0193], [12.5663, 16.6497, 19.4259], [10.5284, 12.4113, 16.6793], [9.6631, 20.8965, 18.3775], [10.8261, 17.8426, 20.3000], [11.4693, 19.8737, 11.1723], [13.6893, 13.9446, 9.6681], [18.1329, 19.4261, 7.9588], [8.0033, 15.3467, 17.0641], [8.5472, 22.0253, 14.4638], [12.0644, 11.7227, 15.0936], [8.5725, 19.9964, 15.5197], [13.6285, 12.6902, 11.5662], [16.0965, 17.2999, 19.2026], [14.5103, 8.2773, 14.2919], [9.7877, 16.7543, 17.5734], [14.0537, 16.9910, 11.9656], [14.6019, 17.8318, 17.5227], [9.2897, 15.2323, 13.6035], [16.6572, 12.8252, 14.3036], [17.6967, 23.3312, 5.4625], [8.8307, 20.6937, 14.4156], [12.0340, 17.8651, 19.5687], [11.3205, 12.7961, 15.7021], [15.5333, 19.8377, 10.4246], [9.1487, 15.4927, 17.7299], [18.4385, 20.8934, 7.9751], [13.1754, 8.3346, 13.6504], [17.4996, 21.5805, 7.0075], [12.0460, 8.0616, 14.7242], [12.9893, 7.2389, 12.6537], [9.1427, 16.6175, 13.7152], [9.7032, 12.7823, 10.7671], [15.9477, 12.6251, 15.4345], [15.4343, 17.3695, 14.0646], [12.0693, 7.9789, 17.1158], [12.4083, 21.4938, 12.6428], [9.1705, 22.0256, 17.7934], [12.1676, 21.1127, 11.1943], [14.3090, 13.6367, 10.8674], [12.9492, 16.8102, 14.1405], [15.9173, 17.6179, 17.8599], [14.0774, 17.5238, 13.3538], [13.5056, 20.9693, 10.3607], [17.7298, 18.1080, 13.8655], [19.8720, 20.9191, 7.4720], [10.3289, 16.2391, 9.5161], [12.4231, 8.6078, 17.9472], [7.8541, 15.9476, 16.2711], [11.5940, 21.9237, 10.7741], [11.9724, 7.0677, 14.8617], [15.2220, 8.1835, 13.5997], [19.8295, 20.4657, 6.4619], [17.0209, 17.1086, 19.5042], [13.3165, 16.5162, 18.7361], [16.0976, 12.6343, 13.4433], [14.7965, 9.0360, 14.9112], [13.9353, 12.3845, 12.4871], [11.6413, 21.9959, 13.1203], [10.2759, 18.7041, 20.0800], [15.2017, 17.6994, 15.0747], [9.5400, 24.0039, 17.6089], [10.7589, 16.5021, 17.5631], [13.9418, 14.9199, 9.3025], [14.4348, 18.0669, 16.5691], [7.9943, 13.5388, 9.7679], [12.7097, 13.7577, 9.4576], [7.2783, 14.6900, 17.3340], [18.1491, 19.1510, 7.0082], [17.7810, 18.3812, 14.9061], [15.3849, 16.7476, 19.6961], [11.9913, 15.8094, 19.4698], [14.7806, 17.3575, 11.4601], [10.6706, 19.9594, 11.7920], [18.3297, 18.8324, 13.2125], [8.4924, 19.0200, 15.2688], [16.3285, 12.8602, 17.4755], [17.6263, 20.6576, 16.5047], [9.3289, 11.2854, 12.2760], [12.4343, 16.1085, 13.4312], [12.9965, 9.2125, 13.0791], [12.5544, 7.0150, 17.1213], [14.2960, 16.0046, 11.9658], [9.9523, 13.1142, 17.1829], [9.5739, 17.2666, 16.6858], [9.5654, 14.8638, 12.6689], [10.6824, 11.4633, 16.9739], [13.3270, 16.2341, 15.0067], [11.9611, 7.1366, 12.2506], [15.7392, 16.3232, 14.1422], [12.6394, 12.5915, 11.3718], [8.8192, 18.4648, 12.8673], [17.8912, 24.3888, 5.3459], [10.2401, 17.0123, 20.2064], [17.4409, 20.9815, 6.0940], [17.5691, 12.4374, 16.2831], [8.8824, 22.5819, 13.6989], [18.3900, 22.7960, 4.7526], [13.8624, 18.5673, 13.2260], [7.9772, 22.3506, 15.1890], [20.3232, 21.8996, 7.4524], [9.4664, 14.3419, 9.5249], [13.8471, 22.0125, 10.1498], [10.0089, 14.8348, 14.2299], [20.4145, 20.2619, 8.2101], [12.2093, 17.4906, 14.5965], [17.2649, 19.2294, 8.3429], [11.1653, 8.4930, 14.2637], [16.0243, 20.5492, 9.8205], [16.4505, 21.3858, 7.3572], [12.7312, 20.6659, 13.3163], [13.2531, 20.3933, 9.4113], [9.2732, 19.9916, 18.1641], [18.3751, 21.4179, 8.9559], [10.9866, 19.6878, 10.2835], [16.2442, 19.2714, 10.9929], [13.2640, 22.1785, 12.6075], [13.1456, 6.2849, 13.1167], [10.6194, 20.8638, 18.5480], [16.7221, 23.1628, 5.1741], [8.0252, 12.2540, 11.8550], [8.0098, 20.4944, 16.2294], [12.0814, 10.7652, 15.4652], [11.0000, 7.8595, 17.3500], [13.8652, 12.1299, 19.9617], [12.8161, 11.9951, 14.4868], [13.2675, 20.5017, 16.2781], [9.2495, 17.1195, 11.7391], [18.0917, 17.0991, 13.6308], [10.9201, 24.7293, 7.8279], [17.4760, 13.4281, 14.1911], [13.9262, 18.3356, 18.1823], [15.1309, 19.1713, 9.6781], [10.8929, 23.1841, 18.2615], [13.6372, 7.3809, 11.8064]],
  "mulliken_charge": [0.615, -0.690, -0.418, -0.703, -0.865, -0.642, -0.399, -0.330, -0.815, -0.432, -0.059, -0.364, -0.531, -0.086, -0.677, -0.401, -0.371, -0.485, -0.369, -0.199, -0.473, -0.137, -0.252, -0.593, -0.088, -0.460, -0.681, -0.241, -0.365, 0.137, 0.002, -0.157, -0.369, -0.722, 0.020, 0.329, 0.152, -0.219, -0.390, -0.795, 0.315, 0.604, 0.190, -1.738, 0.544, 0.386, 1.088, -0.574, -1.249, -1.766, 0.297, 0.421, 0.454, -0.045, -0.975, -1.382, 0.664, 0.124, 0.535, -0.897, 0.032, 1.136, -0.775, -0.731, -1.451, -0.333, 0.270, 0.140, 0.333, 0.866, 0.264, 0.317, 0.244, 0.208, 0.112, 0.220, 0.056, 0.443, 0.273, -0.534, 0.224, -0.148, 0.231, -0.372, 0.169, 0.285, 0.235, 0.278, 0.189, 0.199, 0.270, 0.070, 0.044, 0.170, -0.033, 0.249, 0.129, 0.225, -0.099, 0.019, 0.400, 0.002, 0.125, 0.300, 0.163, 0.086, 0.209, 0.344, 0.404, 0.357, 0.191, 0.259, 0.309, 0.392, 0.150, 0.229, 0.295, -0.620, 0.230, 0.336, 0.015, 0.376, 0.196, 0.354, 0.344, 0.197, 0.284, 0.714, 0.297, 0.110, 0.292, 0.174, 0.422, 0.362, 0.555, 0.370, 0.459, 0.143, 0.362, 0.244, 0.384, 0.202, 0.321, -0.165, -0.177, 0.001, 0.001, 0.331, -0.138, 0.219, 0.627, 0.458, 0.175, 0.430],
  "orbital_gap_ev": 0.92,
  "e_lumo_ev": -5.12
}

***

{
  "formula": "C27H13AuCl3F4N12O4",
  "method": "the ωB97M-V functional and the def2-TZVPD basis",
  "symbols": ["Au", "Cl", "Cl", "Cl", "F", "F", "F", "F", "O", "O", "O", "O", "N", "N", "N", "N", "N", "N", "N", "N", "N", "N", "N", "N", "C", "C", "C", "C", "C", "C", "C", "C", "C", "C", "C", "C", "C", "C", "C", "C", "C", "C", "C", "C", "C", "C", "C", "C", "C", "C", "C", "H", "H", "H", "H", "H", "H", "H", "H", "H", "H", "H", "H", "H"],
  "xyz": [[-1.0734, 0.7330, 0.8478], [0.0077, 2.5546, -3.3544], [-1.7654, 0.5408, -4.4560], [0.8203, 0.9634, -5.6564], [2.8034, -2.0407, -4.6213], [1.1865, -5.1487, -0.5263], [2.1761, -4.5526, -5.1059], [1.7336, -2.6492, -0.0663], [-0.7948, 2.9751, 0.8192], [-0.1225, -0.7069, -2.3910], [1.8496, 0.0304, -3.1814], [-4.0259, 0.7672, -1.3528], [1.5651, -0.2367, 4.1792], [-0.2858, -7.6175, -1.4478], [1.8833, -2.2168, 5.2698], [-4.0676, 3.0412, -1.4552], [-1.7538, -1.3553, 0.8047], [-0.0047, -0.1878, 2.4236], [2.0447, 0.3011, 0.1632], [1.1633, 1.7074, 3.0413], [1.7121, -7.6110, -5.2537], [0.3470, -2.2037, 3.5733], [5.0913, -0.3537, -2.7263], [-2.3692, 1.9401, -0.3089], [1.4854, -7.0042, -4.2996], [1.6014, -4.9627, -2.8484], [-2.6234, -1.8493, -0.0735], [-3.0053, -3.1828, -0.0204], [0.3811, -7.0254, -2.1782], [-0.2354, -1.4876, 2.6527], [-1.5725, -3.4673, 1.8762], [2.2561, -2.2359, -2.3429], [2.0690, -4.1138, -3.8637], [1.5328, -4.3995, -1.5655], [2.5536, -0.7459, -2.1963], [2.2703, -0.1572, -0.8629], [3.9823, -0.5140, -2.4905], [1.8373, -3.0782, -1.3222], [-3.5289, 4.2305, -1.0882], [-3.5087, 1.8250, -1.0491], [0.9153, 0.4150, 3.2230], [-2.4762, -3.9989, 0.9649], [1.2576, -1.5232, 4.3212], [2.3907, -2.7958, -3.6102], [-1.2315, -2.1357, 1.7583], [0.5043, -0.0185, -3.1364], [-1.8329, 3.1088, 0.0899], [-5.2728, 2.9636, -2.2783], [-2.4248, 4.3348, -0.3121], [1.1869, -6.3180, -3.1026], [-0.0954, 0.9708, -4.1556], [0.6815, 2.2575, 2.3459], [2.5602, -1.7589, 5.8542], [-3.0242, -1.1509, -0.7993], [-2.0155, 5.2856, -0.0150], [-1.1219, -4.0587, 2.6593], [-6.0617, 2.4487, -1.7351], [-5.5902, 3.9725, -2.5261], [1.8397, 2.1439, 3.6434], [-3.7159, -3.5621, -0.7413], [-2.7546, -5.0433, 1.0173], [-4.0503, 5.1057, -1.4518], [1.6644, -3.1873, 5.4049], [-5.0643, 2.4084, -3.1903]],
  "mulliken_charge": [1.121, -0.112, -0.087, -0.084, -0.329, -0.313, -0.299, -0.397, -0.710, -0.405, -0.302, -0.642, -0.754, -0.445, -0.326, 0.087, -0.245, -0.642, -0.341, -0.216, -0.410, -0.688, -0.425, -0.334, 0.034, 0.161, -0.261, -0.896, 0.019, 0.107, -0.203, -0.473, 0.114, 0.590, 2.464, -0.587, -0.463, 0.763, 0.202, 0.358, 0.733, -0.618, 0.383, 0.074, 0.964, -0.081, 0.795, -0.894, -1.084, 0.537, 0.828, 0.136, 0.255, 0.604, 0.498, 0.523, 0.313, 0.298, 0.251, 0.508, 0.480, 0.336, 0.243, 0.289],
  "s_squared": 2.04,
  "orbital_gap_ev": [8.03, 6.44],
  "total_charge": 1,
  "e_lumo_ev": [-3.41, -5.37],
  "multiplicity": 3
}

***

| no. | E_tot (eV) |
| --- | --- |
| 1 | -84775.61606 |
| 2 | -97475.62058 |
| 3 | -106403.36149 |